(1)
The following is a DFT calculation (wB97M-V/def2-TZVPD) of a single C2H2F3NO molecule in a non-equilibrium geometry.

Last column: Mulliken charge in e.
Positions of all 9 atoms, in Å:
C -0.44047 0.35322 -0.57858  0.353
C -0.05686 -0.43465 0.79340  0.217
N 0.61555 0.12208 -1.53528  -0.034
O 1.77451 0.31297 -1.11593  -0.279
F -1.55869 -0.13760 -1.15356  -0.245
F -0.91376 -1.31422 1.19728  -0.217
F 0.05858 0.35607 1.94221  -0.301
H -0.51544 1.38754 -0.23985  0.272
H 1.03657 -0.64541 0.69031  0.233

Summary:
Gap between HOMO and LUMO (spin up / spin down) = 9.03 / 9.03 eV
Total charge = 0
HOMO energy (spin up / spin down) = -10.5 / -10.5 eV
SMILES string = O=N[C@@H](F)C(F)F
Calculated total energy = -506.8787 Ha

=====

(2)
The following is a DFT calculation (wB97M-V/def2-TZVPD) of a molecular structure, N2P2S in a non-equilibrium geometry.

Last column: Mulliken charge in e.
Positions of all 5 atoms, in Å:
N 0.81884 1.16689 -0.30064  -0.384
N -0.81227 -0.77991 0.59175  0.046
P 1.16561 0.24536 -1.37675  0.218
P -0.79386 0.52323 1.30499  0.263
S -0.32514 -1.71659 -0.56760  -0.143

Summary:
Gap between HOMO and LUMO = 8.40 eV
Total charge = 0
HOMO energy = -9.0 eV
Calculated total energy = -1190.3540 Ha

=====

(3)
The following is a DFT calculation (wB97M-V/def2-TZVPD) of 2 unconnected molecules or ions with the total composition C4H12 in a non-equilibrium geometry.

Last column: Mulliken charge in e.
Positions of all 16 atoms, in Å:
C 0.49250 1.45891 1.34315  -0.562
C -0.57219 0.66648 2.24759  -0.777
H 0.94504 0.89168 0.46414  0.061
H -0.02262 2.30731 0.87560  0.245
H 1.22800 1.89040 2.08898  0.266
H -0.94114 -0.15986 1.72037  0.223
H -0.20218 0.40752 3.24563  0.263
H -1.38067 1.37709 2.52810  0.257
C -0.41109 -1.59362 -1.40800  -0.473
C 0.44016 -0.57918 -2.21238  -0.877
H -0.39826 -1.25863 -0.40989  -0.070
H -1.44009 -1.73161 -1.59932  0.334
H -0.05648 -2.65743 -1.42585  0.271
H 0.11721 -0.34404 -3.16314  0.366
H 1.45207 -1.02884 -2.54537  0.225
H 0.74974 0.35385 -1.74963  0.248

Summary:
Gap between HOMO and LUMO = 12.70 eV
Total charge = 0
HOMO energy = -11.5 eV
SMILES string = CC.CC
Calculated total energy = -159.5491 Ha

=====

(4)
The following is a DFT calculation (wB97M-V/def2-TZVPD) of a molecular structure, AlI.

Last column: Mulliken charge in e.
Positions of all 2 atoms, in Å:
Al 0.99951 1.24832 -1.45799  1.020
I -0.99951 -1.24832 1.45799  0.980

Summary:
Gap between HOMO and LUMO = 5.73 eV
Total charge = +2
HOMO energy = -21.4 eV
Calculated total energy = -539.2419 Ha

=====

(5)
The following is a DFT calculation (wB97M-V/def2-TZVPD) of a molecular structure, C25H23CaN3OS7 in a non-equilibrium geometry.

Last column: Mulliken charge in e.
Positions of all 60 atoms, in Å:
Ca 0.73410 -1.49966 -0.07432  -0.618
C 1.71410 1.49044 0.17358  -1.665
C 0.38460 0.84284 0.46688  0.477
N 0.34029 -0.05346 1.40008  -0.680
N -0.93950 -0.60266 1.66998  -0.588
C -1.33220 -1.84726 1.50648  0.637
S -0.49701 -3.31066 0.97238  -0.262
S -3.04380 -2.10076 2.00698  -0.193
C -3.80461 -1.06436 0.72638  0.574
C -4.86981 -0.16136 1.31438  0.080
C -4.49510 1.02874 1.95598  -0.047
C -5.45730 1.86984 2.51438  -0.676
C -6.80650 1.52734 2.44118  -0.328
C -7.19140 0.34254 1.81278  -0.520
C -6.22760 -0.50026 1.25388  -0.383
C -0.74270 1.27094 -0.38122  0.816
C -1.42080 2.45654 -0.05922  -0.383
C -2.45371 2.89164 -0.87932  -0.679
C -2.78130 2.14534 -2.00682  -0.479
C -2.07770 0.96654 -2.30552  -0.635
C -1.02941 0.47444 -1.50662  0.997
O -0.40611 -0.61036 -1.75612  -0.664
H 2.06870 2.00584 1.07108  0.283
H 1.64120 2.21414 -0.64292  0.560
H 2.43900 0.71894 -0.10282  0.382
H -4.24640 -1.72286 -0.02982  0.504
H -3.07710 -0.44636 0.20088  -0.886
H -3.43680 1.28354 2.02168  0.342
H -5.14421 2.78334 3.00988  0.356
H -7.55460 2.17924 2.88018  0.343
H -8.24010 0.06804 1.76168  0.344
H -6.52920 -1.42786 0.77428  0.353
H -1.14750 3.00304 0.83518  0.385
H -3.00570 3.79104 -0.63572  0.390
H -3.59210 2.45574 -2.65592  0.353
H -2.36220 0.38764 -3.18272  0.380
C 4.63240 -1.42246 3.30788  -0.113
C 4.05780 -0.24226 2.84788  -1.197
C 3.01430 -0.33136 1.94028  0.042
N 2.52090 -1.49966 1.47478  0.339
C 3.09900 -2.62876 1.93948  -0.331
C 4.14620 -2.64146 2.84698  -0.748
H 5.45220 -1.39256 4.01968  0.377
H 4.41360 0.72364 3.18768  0.426
H 2.53280 0.56134 1.55178  0.300
H 2.68460 -3.55426 1.55028  0.401
H 4.57230 -3.57886 3.18608  0.373
C 3.50530 1.82424 -3.35952  -0.172
S 3.21340 0.62094 -4.67592  -0.132
C 4.26510 -0.66646 -4.14132  -0.155
C 4.05790 -1.45216 -3.05602  -0.065
S 2.79200 -1.49966 -1.85842  0.091
S 5.30250 -2.67936 -2.78002  -0.047
C 6.30330 -2.30186 -4.15822  0.053
S 7.71630 -3.11446 -4.53202  -0.362
S 5.68740 -0.97276 -5.11252  -0.125
H 3.05460 2.77794 -3.64882  0.330
H 4.57700 1.98564 -3.21152  0.327
H 3.05180 1.51274 -2.41682  -0.429
H -0.06201 -2.87806 -1.45272  -0.056

Summary:
Gap between HOMO and LUMO (spin up / spin down) = 3.78 / 3.78 eV
Total charge = -2
HOMO energy (spin up / spin down) = 0.3 / 0.3 eV
Calculated total energy = -4670.8198 Ha

=====

(6)
The following is a DFT calculation (wB97M-V/def2-TZVPD) of 14 unconnected molecules or ions with the total composition C20H68N4O14 in a non-equilibrium geometry.

Last column: Mulliken charge in e.
Positions of all 106 atoms, in Å:
C 2.33078 2.51211 -3.35856  -1.006
C 2.83078 3.20111 -2.04356  -0.182
O 1.93378 3.07711 -0.98756  -0.623
H 3.17078 2.25811 -3.99556  0.406
H 1.66978 3.17011 -3.92156  0.333
H 1.84678 1.56111 -3.08356  0.033
H 3.07278 4.23611 -2.24356  0.328
H 3.71878 2.72211 -1.69856  0.322
H 2.36378 3.36111 -0.17656  0.141
C 3.98678 -2.42289 -1.27456  -0.936
C 3.26678 -1.85989 -2.47256  0.192
O 2.03078 -2.49289 -2.52156  -0.543
H 5.00378 -2.09189 -1.32856  0.533
H 4.01778 -3.52189 -1.22556  0.436
H 3.56378 -1.97889 -0.37156  -0.200
H 3.94278 -2.10989 -3.29856  0.459
H 3.26278 -0.71489 -2.35456  -0.172
H 1.39978 -2.11189 -3.09856  0.266
C -2.25522 3.09911 -3.48656  -1.378
C -1.43722 2.90111 -2.22856  1.171
O -0.33822 3.72411 -2.31056  -0.556
H -1.69722 3.06911 -4.44656  0.324
H -2.69922 4.10911 -3.48056  0.341
H -3.08122 2.40511 -3.53956  0.257
H -1.07822 1.88511 -2.15456  -0.369
H -2.00222 3.08011 -1.32356  0.040
H 0.33078 3.45011 -1.72556  0.269
C -2.10222 -2.74589 0.52144  1.063
C -3.12922 -3.79789 0.62144  -1.183
O -4.37222 -3.20189 0.94344  -0.607
H -1.17222 -3.19389 0.21544  -0.178
H -1.90522 -2.37089 1.48044  0.197
H -2.36722 -1.93789 -0.11156  -0.400
H -2.74222 -4.44689 1.42244  0.453
H -3.40222 -4.34989 -0.25356  0.340
H -4.36422 -2.94689 1.85144  0.306
C 0.15478 -0.40489 -0.76456  1.230
C 0.53478 0.29611 0.53644  1.978
O 1.56778 -0.35089 1.22144  -0.348
H 0.68178 -1.35089 -0.90456  -0.347
H 0.50578 0.22511 -1.55256  -0.505
H -0.86622 -0.47489 -1.00856  -0.846
H -0.29722 0.40711 1.29044  -0.341
H 0.86578 1.29611 0.33344  -0.610
H 1.76578 0.14111 2.05144  0.226
C -2.31522 -2.80989 -2.70856  -0.678
C -1.21222 -3.89789 -2.82356  -0.210
O -1.71522 -5.15589 -3.30556  -0.590
H -1.87722 -1.88989 -2.43456  -0.066
H -3.23122 -2.97689 -2.18356  0.123
H -2.72522 -2.62389 -3.64956  0.673
H -0.64422 -4.07389 -1.89556  0.253
H -0.38422 -3.58189 -3.48256  0.280
H -0.93222 -5.63989 -3.47856  0.355
C -4.66822 -0.63489 -1.59256  0.309
O -3.38022 -0.19889 -1.29756  -0.468
N -5.14122 -1.72489 -1.23656  -0.255
N -5.50822 0.11011 -2.27556  -0.460
H -4.51822 -2.30789 -0.61356  0.148
H -6.01322 -2.09089 -1.61956  0.193
H -5.27022 1.05911 -2.61356  0.267
H -6.50022 -0.10289 -2.17856  0.170
C 2.85378 3.24611 2.13144  0.285
O 2.12478 2.10811 2.44044  -0.304
N 3.68078 3.18711 1.12544  -0.466
N 2.72178 4.38211 2.67044  -0.431
H 3.76578 2.25011 0.67244  0.442
H 4.28678 4.00011 0.93544  0.192
H 2.34278 4.53311 3.62044  0.346
H 3.10978 5.25211 2.33844  0.137
C -3.14022 0.65811 1.74244  -0.254
O -3.20822 1.46011 0.57844  -0.486
H -2.64922 1.22811 2.53544  0.130
H -2.59522 -0.25989 1.69044  -0.154
H -4.07622 0.42111 2.15744  0.539
H -3.09922 0.87711 -0.15356  0.465
C -0.46822 -2.21089 3.86844  -0.526
O -1.47822 -1.25889 3.90944  -0.534
H 0.17178 -2.19689 2.97244  0.026
H -0.94322 -3.21689 3.95944  0.247
H 0.09578 -2.10589 4.81744  0.331
H -1.11822 -0.33889 3.77844  0.515
C 4.91778 0.46211 0.90344  -1.138
O 3.86978 0.68611 0.00444  -0.273
H 5.64078 1.19911 0.72344  0.443
H 5.20978 -0.61489 0.76244  0.229
H 4.54178 0.57311 1.90044  0.363
H 3.14978 0.13711 0.16944  0.062
C -0.76722 3.65411 1.61544  0.254
O -0.29122 4.39411 2.73344  -0.698
H -0.74022 2.64111 1.82744  -0.385
H -0.17822 3.77711 0.70744  0.138
H -1.74422 3.95211 1.31144  0.448
H 0.65678 4.21111 2.71944  0.273
C 0.18978 1.38611 5.38044  -1.042
O -0.33022 1.11011 4.08544  -0.542
H 1.19478 1.64611 5.34044  0.351
H 0.05678 0.59211 6.11244  0.342
H -0.30322 2.25011 5.77344  0.339
H -0.02622 1.84811 3.61344  0.228
C 1.71978 -3.81789 0.69144  -0.193
O 1.35178 -4.40089 -0.50156  -0.560
H 2.81778 -3.84789 0.88444  0.318
H 1.10578 -4.18189 1.51944  0.389
H 1.49178 -2.74989 0.64744  -0.348
H 1.61378 -3.68989 -1.06956  0.146

Summary:
Gap between HOMO and LUMO = 8.66 eV
Total charge = 0
HOMO energy = -8.8 eV
Calculated total energy = -2074.9756 Ha

=====

Which formula does entry 4 have? AlI

=====

The lowest calculated total energy belongs to which entry? C25H23CaN3OS7